Computed, not measured: 2 unconnected molecules or ions with the total composition C3H6N2 in a non-equilibrium geometry, with the ωB97M-V functional and the def2-TZVPD basis.

energy relative to the best compared isomer or geometry (same formula, charge and spin)	62.4	kJ/mol
HOMO	-19.69	eV
strongest force on any atom	3.7	eV/A
lowest unoccupied orbital energy	-10.098	eV
HOMO-LUMO gap	9.59	eV
net charge	+2
DFT total energy	-226.55915	Ha

Each line ends with the Mulliken charge.
Atoms and positions in Å:
C (-2.53154, -1.27615, -2.10771)  0.126
C (0.22291, 0.84056, -0.20976)  -0.338
C (0.75764, 0.48647, 0.80796)  -0.034
N (-3.52319, -1.23728, -2.68793)  0.038
N (1.46092, -0.35982, 1.60722)  -0.258
H (-1.52816, -1.01382, -2.02073)  0.394
H (-4.54200, -1.32083, -2.34415)  0.438
H (-0.37766, 1.59878, -0.67026)  0.409
H (2.39603, -0.18162, 1.99411)  0.389
H (1.52436, -1.20607, 0.97173)  0.424
H (0.87118, -0.65530, 2.38444)  0.411